# 1
Molecular formula: C48H43N10Tb
Method: DFT, wB97M-V/def2-TZVPD

Cartesian coordinates (Å):
Tb -0.021 -0.144 0.400
C -3.420 -5.483 -1.422
C -3.193 -5.021 -2.719
C -2.249 -4.036 -2.975
C -1.547 -3.517 -1.900
C -0.507 -2.492 -1.787
N 0.200 -2.011 -2.790
C 1.205 -1.151 -2.608
C 2.240 -0.909 -3.604
C 2.533 -1.507 -4.821
C 3.657 -1.069 -5.503
C 4.474 -0.063 -4.976
C 4.195 0.523 -3.752
C 3.068 0.090 -3.070
C 2.506 0.420 -1.767
N 3.016 1.360 -0.972
C 2.793 1.437 0.324
N 2.115 0.523 1.078
C 2.531 0.631 2.370
N 2.398 -0.304 3.289
C 1.730 -1.435 3.084
N 0.778 -1.674 2.139
C 0.402 -2.979 2.227
N -0.492 -3.622 1.481
C -0.842 -3.253 0.266
N -0.221 -2.289 -0.469
C -1.765 -3.995 -0.598
C -2.702 -4.982 -0.345
C 1.112 -3.621 3.325
C 1.151 -4.933 3.771
C 2.034 -5.242 4.793
C 2.862 -4.263 5.350
C 2.838 -2.955 4.893
C 1.953 -2.641 3.872
C 3.370 1.825 2.511
C 3.997 2.427 3.590
C 4.753 3.564 3.352
C 4.893 4.085 2.064
C 4.285 3.474 0.978
C 3.521 2.344 1.216
N 1.398 -0.332 -1.544
H -4.170 -6.245 -1.254
H -3.761 -5.446 -3.536
H -2.065 -3.676 -3.979
H 1.902 -2.297 -5.209
H 3.915 -1.515 -6.455
H 5.347 0.251 -5.534
H 4.831 1.291 -3.332
H -2.865 -5.340 0.664
H 0.513 -5.682 3.320
H 2.095 -6.258 5.161
H 3.542 -4.536 6.147
H 3.488 -2.197 5.311
H 3.897 2.020 4.589
H 5.250 4.059 4.177
H 5.491 4.974 1.910
H 4.393 3.867 -0.025
C -1.676 1.254 2.267
C -2.193 -0.003 1.702
C -3.272 0.365 0.826
C -3.429 1.733 0.878
C -2.440 2.283 1.773
C -2.278 3.722 2.158
C -4.484 2.496 0.140
C -4.151 -0.630 0.126
C -2.360 -1.214 2.591
C -0.740 1.346 3.440
H -1.228 4.016 2.160
H -2.671 3.899 3.162
H -2.812 4.387 1.479
H -4.578 2.144 -0.889
H -4.273 3.564 0.120
H -5.463 2.365 0.609
H -4.602 -0.214 -0.778
H -4.973 -0.946 0.776
H -3.591 -1.525 -0.153
H -2.581 -2.120 2.029
H -3.209 -1.021 3.255
H -1.489 -1.397 3.215
H -0.116 2.241 3.395
H -0.083 0.479 3.509
H -1.311 1.396 4.373
C -0.909 3.102 -1.170
C -1.743 3.946 -2.170
N -1.760 3.300 -3.480
C -2.428 2.007 -3.374
C -1.739 1.131 -2.291
N -0.532 1.810 -1.776
C 0.337 2.120 -2.931
C -0.380 3.085 -3.908
H -1.471 2.907 -0.262
H 0.017 3.613 -0.897
H -1.325 4.948 -2.287
H -2.775 4.052 -1.833
H -2.392 1.522 -4.351
H -3.477 2.184 -3.128
H -1.432 0.168 -2.708
H -2.413 0.954 -1.453
H 0.589 1.186 -3.433
H 1.258 2.559 -2.547
H -0.390 2.679 -4.921
H 0.117 4.056 -3.947

Forces on the atoms, in the same order (eV/Å):
Tb -0.34 0.68 -0.35
C -0.02 -0.03 0.09
C 0.02 0.00 -0.05
C 0.04 0.03 -0.06
C -0.15 -0.14 0.23
C 0.46 0.13 0.03
N -0.20 -0.14 -0.09
C -0.09 0.27 0.00
C 0.17 0.07 0.10
C -0.03 -0.02 -0.08
C -0.11 -0.06 0.00
C 0.07 0.07 0.04
C 0.03 0.08 -0.02
C -0.13 -0.19 -0.08
C -0.26 -0.11 0.03
N 0.08 0.30 0.15
C 0.17 -0.36 -0.24
N 0.55 0.17 0.12
C -0.05 -0.39 -0.13
N 0.13 0.26 0.19
C -0.24 0.01 -0.04
N 0.30 -0.19 -0.15
C -0.13 0.10 0.15
N -0.22 -0.14 -0.03
C 0.41 -0.01 0.08
N -0.12 -0.59 -0.08
C -0.06 0.11 -0.28
C 0.04 -0.02 0.06
C 0.20 0.17 0.00
C -0.06 -0.09 0.04
C -0.10 -0.02 -0.07
C 0.04 0.09 0.04
C 0.05 0.07 0.11
C -0.15 -0.22 -0.13
C 0.07 0.28 -0.26
C -0.03 -0.09 0.10
C 0.02 0.03 0.04
C 0.00 0.00 -0.07
C 0.01 -0.01 -0.04
C -0.02 0.05 0.28
N 0.59 -0.41 -0.26
H 0.01 -0.01 -0.01
H -0.01 0.03 -0.01
H 0.00 -0.01 0.00
H 0.01 0.01 -0.02
H 0.00 0.00 0.00
H -0.01 0.01 0.01
H 0.01 -0.02 0.00
H 0.00 -0.03 -0.02
H 0.02 -0.01 0.02
H -0.02 0.01 0.01
H 0.00 0.00 -0.01
H 0.01 -0.02 -0.02
H -0.01 -0.02 -0.02
H -0.02 -0.01 0.00
H 0.00 0.00 0.03
H 0.03 -0.03 0.00
C -0.24 0.33 0.34
C -1.25 0.16 0.97
C 0.12 -0.14 -0.16
C -0.24 -0.34 -0.35
C 0.62 -0.08 0.27
C -0.12 -0.06 -0.07
C 0.05 0.02 0.08
C 0.04 0.14 0.04
C 0.26 0.04 -0.22
C -0.02 -0.02 -0.23
H 0.00 0.01 0.02
H 0.01 0.04 0.00
H 0.02 0.02 0.00
H 0.00 0.02 -0.03
H -0.02 0.02 -0.04
H 0.00 0.02 0.00
H 0.04 -0.01 -0.01
H 0.00 -0.04 -0.03
H -0.04 -0.02 -0.04
H -0.02 -0.01 0.02
H -0.03 0.02 0.01
H -0.01 -0.03 0.01
H 0.02 -0.01 0.00
H 0.03 0.02 0.06
H 0.04 -0.02 0.02
C -0.07 0.02 -0.15
C 0.06 -0.03 -0.02
N -0.06 0.07 -0.07
C 0.01 -0.01 0.07
C 0.01 0.10 -0.11
N -0.17 0.26 -0.01
C 0.08 -0.03 0.00
C 0.00 -0.03 0.03
H -0.02 0.00 0.09
H 0.00 -0.01 0.04
H -0.02 0.00 0.03
H -0.03 0.01 0.02
H -0.01 0.01 0.00
H -0.01 -0.03 -0.01
H 0.00 -0.02 0.04
H -0.02 -0.04 0.04
H -0.02 0.04 0.02
H 0.01 -0.03 -0.04
H 0.01 0.00 0.01
H 0.01 -0.01 0.01

Computed properties:
Multiplicity: 7
Orbital gap (spin up / spin down) (Ha): 0.1858 / 0.1435
HOMO energy (spin up / spin down) (eV): -6.2167 / -5.5137
LUMO level (spin up / spin down) (Eh): -0.0427 / -0.0591
Total charge: 0


# 2
Molecular formula: C48H43N4O2STeTi
Method: DFT, wB97M-V/def2-TZVPD

Cartesian coordinates (Å):
Ti -0.432 0.562 -0.068
N 1.575 -0.020 -0.445
C 1.950 0.094 -1.838
C 3.054 0.861 -2.173
C 3.451 0.953 -3.499
C 2.743 0.275 -4.480
C 1.635 -0.484 -4.136
C 1.213 -0.589 -2.813
C 0.015 -1.378 -2.444
C -0.357 -2.521 -3.143
C -1.509 -3.216 -2.792
C -2.303 -2.786 -1.741
C -1.929 -1.653 -1.026
C -0.778 -0.955 -1.374
H 1.723 -0.994 -0.110
H 2.177 0.594 0.104
H 3.605 1.383 -1.400
H 4.309 1.560 -3.761
H 3.042 0.351 -5.517
H 1.065 -0.980 -4.911
H 0.256 -2.882 -3.960
H -1.786 -4.104 -3.346
H -3.200 -3.329 -1.475
H -2.544 -1.336 -0.188
Te -2.835 1.234 1.543
C -4.218 2.498 0.555
C -5.207 3.067 1.358
C -6.158 3.909 0.807
C -6.137 4.179 -0.555
C -5.164 3.604 -1.356
C -4.200 2.765 -0.809
C -1.756 2.806 2.447
C -1.166 2.593 3.685
C -0.433 3.615 4.274
C -0.292 4.836 3.632
C -0.891 5.044 2.395
C -1.624 4.028 1.797
H -5.237 2.857 2.421
H -6.919 4.349 1.438
H -6.881 4.833 -0.989
H -5.150 3.807 -2.420
H -3.442 2.329 -1.442
H -1.282 1.645 4.197
H 0.021 3.459 5.245
H 0.277 5.630 4.097
H -0.789 5.999 1.896
H -2.105 4.197 0.840
C -0.243 -0.314 1.749
C 0.201 -0.764 2.792
C 0.743 -1.305 4.000
C 1.158 -0.448 5.023
C 1.696 -0.973 6.185
C 1.825 -2.348 6.332
C 1.420 -3.201 5.314
C 0.882 -2.687 4.147
H 1.061 0.622 4.891
H 2.018 -0.311 6.978
H 2.246 -2.755 7.242
H 1.528 -4.271 5.429
H 0.577 -3.339 3.340
C 5.370 1.631 1.616
C 4.760 2.600 0.634
C 5.473 2.929 -0.520
C 4.944 3.810 -1.445
C 3.693 4.370 -1.243
C 2.981 4.072 -0.084
N 1.740 4.692 0.191
C 0.907 5.073 -0.895
C 1.040 6.351 -1.421
C 0.247 6.771 -2.476
C -0.714 5.928 -3.020
C -0.869 4.657 -2.505
C -0.063 4.217 -1.453
C -0.255 2.847 -0.972
O -1.133 2.058 -1.441
O 0.461 2.357 -0.027
C 3.509 3.182 0.867
C 2.742 2.927 2.138
H 6.330 1.273 1.251
H 4.733 0.759 1.780
H 5.536 2.098 2.588
H 6.449 2.488 -0.683
H 5.507 4.068 -2.334
H 3.285 5.057 -1.971
H 1.221 4.167 0.882
H 1.776 7.011 -0.979
H 0.372 7.771 -2.871
H -1.337 6.265 -3.837
H -1.608 3.978 -2.909
H 1.741 2.524 1.950
H 2.610 3.856 2.701
H 3.253 2.220 2.786
N 3.407 -3.056 -1.865
C 2.699 -3.708 -0.930
N 2.288 -4.946 -1.244
S 2.346 -3.040 0.572
H 3.608 -3.452 -2.767
H 3.751 -2.134 -1.659
H 2.566 -5.412 -2.091
H 1.776 -5.463 -0.552

Forces on the atoms, in the same order (eV/Å):
Ti -0.43 -0.16 -0.17
N 0.07 0.04 0.00
C -0.04 -0.03 -0.06
C -0.02 0.00 -0.07
C 0.00 0.01 0.01
C -0.02 0.00 -0.01
C 0.00 0.01 0.01
C 0.07 -0.02 0.03
C 0.00 0.03 -0.03
C 0.00 0.03 0.03
C 0.00 0.00 0.00
C -0.02 0.01 -0.02
C 0.06 -0.08 -0.03
C 0.02 0.24 0.12
H 0.00 0.07 0.05
H 0.01 -0.08 0.06
H 0.00 0.03 0.01
H 0.00 0.00 0.02
H 0.00 0.00 0.00
H 0.00 0.00 0.00
H 0.00 0.00 0.00
H 0.00 0.00 0.00
H 0.00 0.00 0.00
H 0.00 -0.03 0.02
Te -0.01 0.07 -0.28
C -0.18 0.10 0.15
C 0.08 -0.05 0.10
C -0.01 0.02 -0.06
C 0.01 -0.01 0.03
C 0.00 0.02 -0.06
C 0.11 -0.13 0.04
C 0.03 0.03 -0.02
C 0.01 0.04 0.03
C 0.03 -0.01 0.03
C 0.02 -0.01 -0.02
C -0.01 -0.02 -0.01
C -0.03 0.01 0.04
H 0.01 0.00 -0.01
H 0.00 0.00 0.01
H 0.00 0.00 -0.01
H 0.00 -0.01 0.00
H 0.03 -0.01 -0.02
H 0.00 -0.02 -0.01
H 0.00 -0.01 -0.01
H -0.01 0.00 0.00
H 0.00 0.00 -0.01
H 0.01 0.01 0.02
C 0.15 0.15 0.02
C -0.04 -0.01 0.01
C 0.01 0.01 -0.01
C 0.00 -0.02 -0.01
C 0.00 0.02 0.00
C 0.01 -0.02 0.01
C 0.00 -0.01 -0.01
C 0.01 0.03 0.01
H 0.00 0.01 0.01
H 0.00 0.00 -0.01
H 0.00 0.00 0.00
H 0.00 0.00 0.00
H -0.01 -0.01 0.00
C -0.02 0.00 0.00
C 0.04 0.04 0.00
C -0.03 -0.06 0.05
C -0.05 0.00 -0.05
C 0.03 0.00 -0.01
C -0.04 0.09 0.02
N -0.01 -0.06 -0.03
C 0.03 -0.02 0.03
C 0.01 -0.02 -0.01
C 0.02 0.03 0.00
C -0.03 0.00 -0.01
C -0.01 -0.01 0.04
C 0.03 0.02 0.02
C -0.18 -0.16 -0.06
O 0.02 0.02 0.01
O 0.22 -0.12 0.08
C 0.03 -0.02 -0.01
C -0.04 -0.05 0.07
H 0.01 0.01 0.00
H -0.01 0.00 0.01
H 0.00 -0.01 0.00
H 0.00 0.01 0.00
H -0.01 0.00 0.00
H -0.01 0.00 0.00
H 0.03 0.04 -0.04
H 0.00 0.00 0.00
H -0.01 0.00 0.01
H 0.01 -0.01 0.00
H 0.00 0.00 0.00
H 0.05 0.03 0.03
H -0.01 0.00 0.01
H 0.02 0.01 0.01
N 0.00 0.03 0.00
C 0.03 -0.08 0.01
N 0.00 0.01 -0.04
S -0.05 0.08 -0.01
H -0.01 0.00 -0.01
H -0.01 -0.03 -0.01
H 0.00 -0.01 0.00
H 0.00 0.00 0.01

Computed properties:
Orbital gap (Ha): 0.2564
HOMO energy (eV): -10.1429
LUMO level (Eh): -0.1164
Total charge: +1